[1]
The following is a quantum chemistry calculation of C42H35CuN4O4P2 as an isolated structure in a non-equilibrium geometry, from the OMol25 dataset.

Geometry as XYZ:
```
88
Properties=species:S:1:pos:R:3:mulliken_charge:R:1
H 2.70833 0.07103 -9.15143 0.24
C 3.25166 0.65090 -0.96924 -0.08
C -2.79272 -4.20830 1.57813 -0.63
C 4.05649 2.39576 -2.40125 -0.45
H 4.70587 2.71516 -3.18720 0.74
C 4.29850 2.69066 -6.79752 -0.29
H 5.76299 3.80714 -5.59789 0.51
N 4.30273 4.90789 -3.89617 -0.63
H -2.61969 -2.79971 3.75198 0.55
O 1.40623 3.16256 1.39026 -0.67
H -4.88419 -2.33813 -2.65647 0.40
C -3.45090 3.29428 3.76808 -0.70
C 3.27240 3.31548 -1.70624 0.45
H -3.57763 -3.76077 0.95693 0.39
C -1.96838 -2.57062 -1.02631 0.42
C -2.43240 2.43888 3.32809 -0.35
C -1.17750 -1.18692 4.13229 0.65
H 5.02562 2.12185 -7.40915 0.33
N 2.85999 -1.17418 3.31269 -0.13
C -2.66957 1.07149 3.32332 0.45
H -0.59904 -2.93895 7.54592 0.38
P -1.42227 -0.03040 2.74723 0.56
C 2.54507 2.79250 -0.62846 1.19
H 0.84372 5.63494 0.47751 0.51
C -0.27246 -0.71141 5.04468 -0.67
O 2.43316 1.44856 -7.72187 -0.39
C -1.51232 -3.72025 1.47850 0.32
H -3.17684 -1.21516 1.59322 0.75
C -1.39812 -3.50041 -1.87901 -0.48
H 1.95593 6.51685 -1.49306 0.50
H -4.12089 -0.48130 3.92437 0.35
H 3.97077 1.24508 -9.13222 0.36
H -1.54738 -4.61213 -3.81236 0.40
C -3.25993 -2.11423 -1.34124 -0.33
Cu 1.85399 1.08540 1.64707 -0.31
H 0.04480 -5.83835 3.68668 0.41
C -0.75868 -5.43109 3.08699 -0.72
C 1.50412 5.02751 -0.06264 -1.13
C 2.92591 2.37961 -6.89123 0.77
C -3.09229 -5.25952 2.46723 -0.73
H 1.71898 4.53044 -4.52579 0.51
H -5.43683 3.44762 4.52999 0.39
H -3.82304 -1.43748 -0.75411 0.43
H 0.51585 -3.95628 2.09731 0.51
H -3.25961 4.33251 3.78511 0.47
C 2.15049 5.51325 -1.17300 -0.31
C -1.96984 -3.90210 -3.11265 -0.92
H -4.11373 -5.62797 2.52882 0.41
C 3.10283 4.75803 -2.00724 -0.01
C -3.86695 -2.61318 -2.46707 -0.71
C 3.97531 1.02526 -2.09581 -0.92
C -3.90520 0.55631 3.80059 -0.43
C 3.77907 4.19989 -4.95426 -0.08
N 2.57466 1.51511 -0.24835 -0.76
C 2.42259 3.94874 -5.10677 -0.49
C 2.57864 -0.17462 2.81470 0.30
O -0.18719 0.73893 2.34486 0.03
C -0.72668 -2.52388 6.55027 -0.57
C 1.76020 3.66690 0.31644 0.96
H -3.79451 -3.71923 -4.25208 0.39
H 3.89861 0.00105 -7.84375 0.38
H -0.44228 -3.95670 -1.60898 0.39
C -3.23483 -3.42832 -3.38251 -0.34
C -4.66331 2.77695 4.19762 -0.42
C -2.16107 -0.88714 1.30549 -1.15
H 4.47799 0.24541 -2.69081 0.39
H 3.22590 -0.37610 -0.70933 0.59
H 0.61433 -0.89791 6.99966 0.43
H 0.99733 2.71320 -6.12026 0.53
C 2.00596 2.99351 -6.03675 -0.69
H -2.28414 -6.61298 3.94045 0.44
C -2.07887 -5.81077 3.24546 -0.35
P -1.16985 -2.21038 0.55662 1.32
C -0.05908 -1.35246 6.26764 -0.76
C 4.73484 3.57016 -5.79871 -0.36
H -1.49463 2.85563 2.93799 0.39
O 0.28903 -1.96605 0.46386 -0.74
H -2.32999 -0.07111 0.57170 0.62
N 3.45482 5.41617 -3.04119 -0.28
C -4.92294 1.42597 4.18286 -0.95
C -1.69213 -3.03033 5.66359 -0.89
H -5.84661 1.06673 4.51712 0.49
H 3.19944 -1.91340 3.86767 0.30
H 0.29862 0.19486 4.84239 0.39
C 3.32418 0.69703 -8.47447 -0.89
C -0.48151 -4.33601 2.25573 -0.26
H -2.25275 -3.90340 5.89439 0.52
C -1.89720 -2.36358 4.44538 -0.19
```

Calculated values
E_LUMO (spin up / spin down): -3.52 / -3.47 eV
ΔE to the lowest compared entry with this formula, charge and spin: 12.40 kcal/mol
E: -4464.45587 hartree
Multiplicity: 2
Orbital gap (spin up / spin down): 6.20 / 7.37 eV
Total charge: +1

---

[2]
The following is a quantum chemistry calculation of C42H35N3O4PTi as an isolated structure in a non-equilibrium geometry, from the OMol25 dataset.

Geometry as XYZ:
```
86
Properties=species:S:1:pos:R:3:mulliken_charge:R:1
C 1.32465 3.34183 -0.24677 -1.56
C 1.48502 0.27598 -2.54261 0.22
H -4.11590 -1.50850 -4.76489 0.41
H 3.44839 -2.33282 -0.45988 0.42
H 6.20123 0.74817 0.04367 0.44
C -3.19248 -1.80153 -4.27963 -1.12
C -2.44827 4.02868 -0.22920 1.05
H -1.29914 6.86064 -1.70174 0.40
C -1.80604 -1.86606 -2.32177 -0.10
C 2.71702 -2.88854 0.11214 -0.39
H -4.46207 -1.37344 -1.36197 0.28
H -3.94555 3.49997 1.21994 0.28
C 1.84283 -4.99771 0.87165 -0.69
C 2.76461 0.34982 -1.71097 0.47
N -1.91724 -0.26992 1.26253 0.84
C 2.60344 -0.70273 3.26002 -0.71
C -4.06390 -0.75280 -2.16804 -1.12
C -3.30386 -1.05943 3.43817 -0.72
O 0.36733 0.61653 -1.93944 -0.56
C 2.36219 0.91408 5.02458 -0.78
C 1.34163 1.31045 2.88659 -0.51
Ti -0.74343 0.32870 -0.39874 -0.44
H 0.73290 1.94177 2.25353 0.53
C 5.24704 0.63191 -0.45306 -0.72
H -2.96852 0.96323 4.16424 0.61
C 2.86469 -0.29389 4.55809 -0.68
C -3.00141 -1.48703 -2.94200 1.26
H 1.27107 2.43351 0.34418 -0.55
C -3.75267 3.38308 0.15257 -1.37
C 0.81754 -4.33528 1.53563 -0.67
C -2.41509 -1.49962 1.27980 -0.04
H 4.22052 0.14032 1.35056 0.35
C -2.11451 0.60362 2.24066 0.82
H 0.74886 -2.25415 -1.58913 -0.28
C 1.84759 0.10356 2.40718 0.35
C -2.26491 -2.23983 -0.03466 -0.30
C -1.67238 2.00694 1.88496 -0.76
H 2.98343 -1.65432 2.91124 0.48
H 6.00828 1.07324 -2.41232 0.39
H 0.34566 -3.93229 -1.87290 0.47
C 2.87884 0.15008 -0.32649 0.40
C -1.03435 -2.83487 -4.37177 -1.08
H -0.05191 -2.43957 2.01248 0.52
C -2.45541 5.27477 -0.83669 -0.87
H -3.40494 5.76436 -1.01678 0.41
O -1.78493 2.89716 2.70972 -0.71
C -0.81420 -2.53933 -3.03105 0.92
N -1.23056 2.08379 0.59906 1.65
N -1.61141 -1.49540 -0.95009 1.67
H -0.25959 -3.34626 -4.93010 0.44
C -2.80743 0.23983 3.37843 -0.80
C -3.13484 -1.94028 2.37655 -0.69
H -3.67160 0.16433 -1.71630 -0.02
C 2.79171 -4.27449 0.16673 -0.66
H -3.74919 2.31288 -0.06599 0.03
C 1.69021 -2.22246 0.77057 0.19
H 2.02179 4.02139 0.24695 0.62
H 3.58894 -4.78755 -0.35480 0.40
H -3.86453 -1.37541 4.30887 0.44
H 2.55943 1.22517 6.04204 0.40
C -0.07370 5.24302 -1.01728 -0.87
H 3.45593 -0.92454 5.20905 0.43
H -4.57686 3.83672 -0.39662 0.47
C -2.21445 -2.47360 -4.99636 -0.93
H 1.74893 3.07618 -1.21638 0.31
O -2.79382 -3.33496 -0.15928 -0.74
H 3.80169 0.79101 -3.50908 0.53
H 1.89516 -6.07799 0.89995 0.36
C 0.46162 -2.96230 -2.36359 -1.40
C -0.02271 3.98998 -0.41237 0.96
H -4.89015 -0.47433 -2.82046 0.47
C 0.74355 -2.95431 1.48631 -0.19
H 0.85327 5.70910 -1.33014 0.47
C 4.12480 0.29305 0.28306 -0.98
O 1.55270 -0.05648 -3.69980 -0.64
H 0.06864 -4.89553 2.07917 0.43
H 1.27215 -3.03000 -3.08881 0.55
H 1.18277 2.64623 4.54658 0.51
C 1.59755 1.71324 4.18946 -0.99
C -1.27611 5.88924 -1.22559 -0.83
C 3.90937 0.66228 -2.44139 -0.81
H -2.36965 -2.70481 -6.04228 0.40
C -1.21684 3.39018 0.00326 -0.11
C 5.13849 0.81264 -1.82432 -0.81
H -3.56107 -2.93317 2.36646 0.61
P 1.47416 -0.41511 0.69693 3.55
```

Calculated values
E_LUMO (spin up / spin down): -0.65 / -0.57 eV
ΔE to the lowest compared entry with this formula, charge and spin: 4.65 kcal/mol
E: -3277.74925 hartree
Multiplicity: 2
Orbital gap (spin up / spin down): 7.33 / 7.74 eV

---

[3]
The following is a quantum chemistry calculation of a 3-piece molecular cluster, C42H35O6PS2 overall in a non-equilibrium geometry, from the OMol25 dataset.

Geometry as XYZ:
```
86
Properties=species:S:1:pos:R:3:mulliken_charge:R:1
H 4.02855 -2.15543 -4.45076 0.38
C 3.59423 -0.24317 2.41112 -0.43
H 5.42791 0.67085 5.68578 0.48
C -3.10651 -0.73801 -1.70843 -0.65
H 4.69679 -0.78511 -2.65834 0.00
H -11.35083 -0.73772 4.09417 0.40
O 5.03283 -1.70353 0.50631 -0.65
C -2.48042 0.29353 -2.65473 -1.31
H -3.51168 2.53691 0.48711 0.46
C 0.25516 -1.06164 -3.10252 0.20
H -1.60459 0.72034 -2.16563 0.33
C -10.55386 -0.00571 4.09245 -0.48
H -3.51375 4.37083 2.14774 0.39
C -8.51708 1.88065 4.08678 0.19
C -9.57245 -0.05815 3.11760 -0.54
H 1.89170 0.73278 3.26399 0.43
H -2.84378 -0.52495 -0.67265 0.39
H 9.59475 -1.29229 3.91867 0.47
H 3.73959 1.29002 -2.45163 0.27
C 5.58529 -0.26209 3.77105 0.30
O -7.51130 -0.08536 1.22835 -0.66
C -4.31669 2.61455 1.20706 -0.27
H 3.60442 1.53995 -4.20884 0.24
S 0.08548 0.32809 -8.51508 -0.36
C -7.44519 2.91744 4.09177 0.61
C -9.50210 1.92563 5.06613 -0.55
H -1.98232 0.26436 -6.69655 0.07
O 7.59488 -0.31278 5.00467 -0.67
C -0.54003 -0.40687 -4.20577 0.72
C 1.61114 -0.02145 -5.34517 0.46
H -9.46203 2.70243 5.81728 0.47
C 9.76052 -2.26199 2.00615 -0.48
H 5.12164 1.83470 -3.40184 0.36
H -2.43532 0.32949 -4.78557 0.13
H -0.78490 2.11056 -6.46843 0.11
H -2.71006 -1.72573 -1.92920 0.49
O -7.44696 3.81661 4.90499 -0.66
C 4.90597 0.42073 4.77241 -0.67
C 3.57983 0.77401 4.59032 -0.47
C 2.26481 -3.55187 -2.35937 -0.82
H 10.81432 -2.48102 2.11753 0.40
C -5.33935 3.74127 3.06905 -0.58
O 2.20976 0.66146 -6.14655 -0.57
C -10.51485 0.98199 5.07093 -0.48
C -4.31598 3.64438 2.14192 -0.65
C -2.03122 -0.31108 -4.00891 -0.68
H 9.61740 -3.17527 0.06820 0.41
C 1.69732 -1.37330 -3.31607 0.59
C -5.34529 1.68757 1.19004 -0.44
H -11.27807 1.01496 5.83734 0.40
C 5.61986 -1.36365 1.51232 0.50
H -2.46827 -1.30532 -4.14227 0.41
P -0.67403 0.74514 -6.78363 0.15
C 7.06141 -1.68674 1.70752 0.16
C 3.82098 -1.09378 -4.59757 -1.40
C 0.11759 0.03358 -5.28792 -0.03
H -9.58784 -0.82274 2.35313 0.48
H 3.05284 1.30772 5.37025 0.39
O -0.28890 -1.35251 -2.06072 -0.63
C -6.37672 1.78287 2.11699 0.02
H 4.05782 -0.82872 -5.62719 0.42
C 4.92427 -0.60456 2.59028 0.24
C 2.30698 -2.22714 -2.26073 -0.67
H 2.24731 -4.00073 -3.34855 0.28
H 2.79484 -1.71467 -1.43477 0.35
S -4.90540 -0.70552 -1.95203 -0.33
C 9.08495 -1.59670 3.01497 -0.60
C 4.25037 1.17899 -3.40801 -1.03
C -6.36891 2.80789 3.06504 0.37
C 4.69435 -0.27920 -3.62809 -0.14
H 5.73158 -0.30375 -3.96524 0.50
C 9.08796 -2.65031 0.85242 -0.53
C 2.35013 -0.87426 -4.36960 0.67
C 7.73311 -1.30979 2.87172 0.29
C 2.92584 0.44806 3.40702 -0.63
C -7.48157 0.78151 2.07473 0.49
C 7.02272 -0.60359 3.97672 0.52
H -3.19364 1.09598 -2.84955 0.66
C 7.74193 -2.36366 0.70257 -0.56
H -5.22456 -1.95541 -1.59736 0.15
H 3.09505 -0.50838 1.48914 0.59
H 7.20715 -2.65666 -0.19049 0.49
H 2.19142 -4.20431 -1.49862 0.31
C -8.54626 0.87878 3.11550 0.12
H -5.35101 0.88569 0.46309 0.45
H -5.35108 4.53428 3.80407 0.48
```

Calculated values
E_LUMO: -1.57 eV
SMILES string: C=CC1=C(CCC)C(=O)C([PH2]=S)=C(CCCS)C1=O.O=C1c2ccccc2C(=O)c2ccccc21.O=C1c2ccccc2C(=O)c2ccccc21
E: -3210.61050 hartree
Orbital gap: 7.02 eV